DFT (ωB97M-V with the def2-TZVPD basis set) results for one molecule with the formula C4H10N2.

For the gap between HOMO and LUMO, the calculation gives 8.3174 eV. As for the electronic energy: -7289.247 eV. As for the structure (SMILES): CC/C(N)=C/N. Its max |F| is 3.5 eV/A.

Each line ends with the Mulliken charge.
Atoms and positions in Å:
C: -2.150 -0.413 0.033  -1.03
C: -1.021 0.338 -0.799  -0.76
C: 0.321 0.271 -0.122  0.82
N: 0.456 1.069 1.061  -0.80
C: 1.333 -0.489 -0.575  -0.60
N: 2.653 -0.207 0.016  -0.40
H: -2.753 -0.923 -0.739  0.31
H: -2.650 0.291 0.686  0.33
H: -1.800 -1.273 0.612  0.31
H: -1.355 1.388 -0.853  0.32
H: -0.908 -0.224 -1.727  0.31
H: -0.458 1.326 1.426  0.29
H: 0.827 0.439 1.766  0.24
H: 1.474 -1.016 -1.511  0.30
H: 2.574 0.181 0.937  0.17
H: 3.458 -0.758 -0.209  0.18


DFT (ωB97M-V with the def2-TZVPD basis set) results for an isolated ion of composition C8H17N2 and charge +1.

For the gap between HOMO and LUMO, the calculation gives 9.3667 eV. As for the electronic energy: -11544.053 eV. As for the structure (SMILES): CC1=[N+](CN(C)C)CCC1. Its charge is +1. Its max |F| is 1.7 eV/A.

Each line ends with the Mulliken charge.
Atoms and positions in Å:
C: 1.509 -1.661 0.493  -1.38
C: 0.033 -1.542 0.431  0.83
N: -0.654 -0.447 0.241  0.01
C: 0.098 1.190 0.392  -0.77
N: 0.857 1.878 -0.604  0.19
C: 0.113 2.456 -1.715  -0.97
C: 2.088 2.647 -0.292  -0.94
C: -2.116 -0.693 0.460  -0.73
C: -2.161 -2.237 0.442  -0.55
C: -0.738 -2.809 0.515  -0.62
H: 1.768 -2.738 0.491  0.36
H: 1.897 -1.172 -0.414  0.34
H: 1.905 -1.190 1.409  0.36
H: 0.762 0.859 1.193  0.48
H: -0.818 1.732 0.721  0.36
H: 0.853 2.865 -2.422  0.35
H: -0.425 1.627 -2.175  0.32
H: -0.587 3.258 -1.378  0.32
H: 2.463 3.054 -1.243  0.36
H: 1.926 3.482 0.428  0.31
H: 2.858 1.979 0.099  0.33
H: -2.584 -0.339 1.399  0.32
H: -2.638 -0.198 -0.358  0.38
H: -2.742 -2.594 1.287  0.34
H: -2.632 -2.528 -0.497  0.27
H: -0.480 -3.470 -0.313  0.35
H: -0.556 -3.410 1.408  0.37


DFT (ωB97M-V with the def2-TZVPD basis set) results for a 5-piece molecular cluster, C26H64FN4O16P4 overall.

For the gap between HOMO and LUMO, the calculation gives 6.7741 eV. As for the electronic energy: -106582.524 eV. Its charge is +1. Its max |F| is 9.3 eV/A.

Each line ends with the Mulliken charge.
Atoms and positions in Å:
F: -2.439 -5.830 -3.753  -0.13
N: -3.568 -6.353 -4.281  -0.07
C: -4.696 -5.704 -4.026  0.53
N: -5.887 -6.167 -4.484  -0.53
C: -6.747 -5.254 -3.983  -0.03
N: -6.097 -4.310 -3.319  -0.15
N: -4.767 -4.568 -3.310  0.14
H: -3.570 -7.194 -4.849  0.30
H: -7.827 -5.328 -4.137  0.42
H: -6.523 -3.502 -2.876  0.21
H: -4.030 -4.028 -2.860  0.29
O: -3.584 -2.518 -0.250  -0.74
P: -4.266 -3.219 0.911  1.26
O: -3.909 -2.125 2.082  -0.30
C: -4.634 -0.893 2.126  -0.02
C: -6.072 -1.096 2.568  -1.00
O: -3.041 -4.311 1.147  -0.47
C: -2.209 -4.724 0.063  0.31
C: -0.901 -3.951 0.068  -1.11
O: -5.208 -4.109 1.957  -0.49
C: -4.694 -4.864 3.071  -0.22
C: -4.008 -4.066 4.158  -0.90
H: -4.593 -0.401 1.151  -0.05
H: -4.120 -0.252 2.842  0.36
H: -6.630 -1.685 1.833  0.26
H: -6.576 -0.136 2.687  0.45
H: -6.120 -1.634 3.513  0.18
H: -2.732 -4.619 -0.890  -0.40
H: -2.004 -5.789 0.195  0.40
H: -1.062 -2.885 0.231  0.15
H: -0.367 -4.085 -0.875  0.42
H: -0.263 -4.298 0.881  0.43
H: -4.053 -5.671 2.719  0.24
H: -5.569 -5.347 3.510  0.37
H: -3.039 -3.690 3.831  0.26
H: -3.832 -4.700 5.029  0.42
H: -4.613 -3.215 4.471  0.17
O: -2.550 3.240 -1.173  -0.81
P: -2.280 2.582 -2.502  1.31
O: -2.154 1.018 -1.993  -0.29
C: -3.335 0.319 -1.616  0.30
C: -4.212 -0.001 -2.815  -1.10
O: -0.691 3.011 -2.605  -0.44
C: -0.210 4.195 -1.957  -0.67
C: 0.440 3.845 -0.631  -0.59
O: -2.249 2.138 -4.109  -0.45
C: -1.095 1.610 -4.772  -0.20
C: -0.573 0.286 -4.253  -0.59
H: -3.891 0.898 -0.871  0.25
H: -3.017 -0.610 -1.144  -0.17
H: -4.601 0.911 -3.275  0.42
H: -5.062 -0.620 -2.514  0.29
H: -3.647 -0.530 -3.583  0.21
H: -1.011 4.921 -1.830  0.39
H: 0.530 4.652 -2.617  0.38
H: -0.161 3.138 -0.057  0.29
H: 0.596 4.742 -0.029  0.43
H: 1.407 3.367 -0.800  -0.03
H: -0.300 2.354 -4.801  0.26
H: -1.406 1.464 -5.810  0.37
H: -0.096 0.397 -3.280  -0.07
H: 0.178 -0.114 -4.939  0.47
H: -1.374 -0.448 -4.156  0.07
O: 4.054 2.067 -1.414  -0.83
P: 4.011 0.792 -2.223  1.28
O: 4.041 -0.293 -0.983  -0.30
C: 2.867 -0.468 -0.193  -0.22
C: 1.762 -1.172 -0.961  0.00
O: 5.602 0.797 -2.665  -0.45
C: 6.320 2.030 -2.772  -0.33
C: 7.142 2.279 -1.519  -0.96
O: 3.712 -0.392 -3.356  -0.41
C: 4.664 -1.392 -3.742  -0.24
C: 5.103 -2.352 -2.656  -0.93
H: 2.522 0.501 0.181  0.01
H: 3.155 -1.072 0.668  0.37
H: 1.410 -0.559 -1.794  -0.41
H: 0.913 -1.380 -0.307  0.29
H: 2.117 -2.113 -1.381  0.17
H: 5.642 2.857 -2.976  0.28
H: 6.986 1.948 -3.634  0.35
H: 6.567 2.081 -0.613  0.14
H: 7.499 3.310 -1.489  0.36
H: 8.003 1.610 -1.494  0.33
H: 5.525 -0.931 -4.223  0.26
H: 4.162 -1.974 -4.521  0.36
H: 5.751 -1.865 -1.928  0.25
H: 5.670 -3.176 -3.094  0.44
H: 4.248 -2.769 -2.123  0.15
O: 1.997 1.697 4.625  -0.80
P: 2.093 3.110 4.103  1.14
O: 3.689 3.136 3.708  -0.23
C: 4.118 2.424 2.548  -0.51
C: 3.647 3.084 1.266  -0.20
O: 2.112 3.852 5.581  -0.40
C: 1.487 3.235 6.709  -0.40
C: 2.518 2.521 7.565  -1.09
O: 1.809 4.585 3.384  -0.35
C: 2.304 5.832 3.886  -0.21
C: 3.810 5.986 3.922  -0.94
H: 3.773 1.387 2.600  0.22
H: 5.209 2.412 2.573  0.34
H: 2.556 3.051 1.187  0.02
H: 4.064 2.577 0.389  0.08
H: 3.941 4.133 1.234  0.25
H: 0.694 2.559 6.392  0.35
H: 1.013 4.027 7.294  0.35
H: 3.209 1.933 6.959  0.28
H: 2.032 1.859 8.284  0.36
H: 3.122 3.247 8.112  0.31
H: 1.868 6.049 4.860  0.27
H: 1.906 6.589 3.205  0.35
H: 4.258 5.372 4.703  0.26
H: 4.073 7.025 4.135  0.43
H: 4.263 5.706 2.971  0.17


DFT (ωB97M-V with the def2-TZVPD basis set) results for a 10-piece molecular cluster, C33H46O30 overall.

For the gap between HOMO and LUMO, the calculation gives 9.0908 eV. As for the electronic energy: -96393.314 eV. As for the structure (SMILES): C[C@H]1COC(=O)O1.C[C@H]1COC(=O)O1.C[C@H]1COC(=O)O1.O=C1OCCO1.O=C1OCCO1.O=C1OCCO1.O=C1OCCO1.O=C1OCCO1.O=C1OCCO1.O=C1OCCO1. Its max |F| is 1.9 eV/A.

Each line ends with the Mulliken charge.
Atoms and positions in Å:
C: -1.678 2.012 0.142  -1.20
C: -1.047 0.758 -0.458  1.17
C: -1.604 0.283 -1.801  -0.30
O: -0.405 -0.110 -2.507  -0.33
C: 0.648 0.523 -1.997  -0.14
O: 1.719 0.662 -2.513  -0.55
O: 0.326 1.104 -0.827  0.66
H: -0.977 2.644 0.684  -0.20
H: -2.439 1.739 0.871  0.31
H: -2.119 2.547 -0.700  0.51
H: -1.028 -0.011 0.313  -0.41
H: -2.141 1.020 -2.397  0.42
H: -2.193 -0.625 -1.703  0.08
C: 2.958 -5.125 1.758  -1.48
C: 3.328 -3.656 1.883  0.23
C: 3.661 -2.986 0.537  -0.49
O: 2.500 -2.223 0.235  0.43
C: 1.743 -2.076 1.336  -0.22
O: 0.793 -1.361 1.418  -0.25
O: 2.150 -2.914 2.300  -0.37
H: 2.174 -5.233 1.008  0.31
H: 2.643 -5.531 2.716  0.40
H: 3.850 -5.662 1.427  0.39
H: 4.060 -3.512 2.672  0.37
H: 3.814 -3.683 -0.279  0.36
H: 4.518 -2.330 0.695  0.25
C: 1.466 -3.035 -5.387  -1.38
C: 2.088 -2.141 -4.340  0.94
C: 2.281 -2.682 -2.926  -0.50
O: 3.546 -2.191 -2.528  -0.17
C: 4.267 -1.901 -3.639  0.50
O: 5.397 -1.539 -3.633  -0.57
O: 3.509 -2.094 -4.730  -0.44
H: 1.608 -4.094 -5.179  0.38
H: 1.788 -2.742 -6.382  0.36
H: 0.380 -2.896 -5.398  0.21
H: 1.711 -1.122 -4.396  0.12
H: 2.256 -3.778 -2.908  0.52
H: 1.480 -2.397 -2.244  0.06
O: -1.852 6.013 4.986  -0.51
C: -1.724 6.292 3.842  0.70
O: -2.324 5.631 2.819  -0.36
C: -1.791 6.094 1.576  0.53
C: -1.065 7.382 1.965  -0.43
O: -0.959 7.308 3.386  -0.37
H: -1.109 5.387 1.114  -0.42
H: -2.636 6.331 0.933  0.36
H: -1.663 8.264 1.712  0.29
H: -0.093 7.514 1.498  0.24
O: -4.185 -0.257 0.330  -0.45
C: -4.548 -1.383 0.278  0.73
O: -3.751 -2.477 0.222  -0.23
C: -4.517 -3.618 -0.147  0.18
C: -5.966 -3.150 0.074  -0.40
O: -5.847 -1.747 0.140  -0.43
H: -4.279 -3.895 -1.175  -0.24
H: -4.262 -4.467 0.486  0.30
H: -6.302 -3.558 1.028  0.28
H: -6.631 -3.463 -0.723  0.34
O: 1.718 2.403 6.335  -0.59
C: 1.245 2.525 5.253  0.58
O: 1.249 1.527 4.317  -0.49
C: 0.595 1.992 3.151  1.46
C: -0.192 3.219 3.621  0.34
O: 0.525 3.565 4.811  -0.40
H: 1.269 2.246 2.336  -0.42
H: -0.082 1.199 2.832  -0.67
H: -1.240 3.098 3.884  0.26
H: -0.074 4.008 2.878  -0.19
O: 1.208 5.341 0.530  -0.47
C: 1.166 4.875 -0.560  0.77
O: 2.219 4.456 -1.281  -0.35
C: 1.853 4.356 -2.650  -0.44
C: 0.326 4.210 -2.568  0.43
O: 0.015 4.711 -1.266  -0.30
H: 2.159 5.243 -3.207  0.26
H: 2.318 3.478 -3.092  0.29
H: 0.097 3.140 -2.567  -0.53
H: -0.241 4.701 -3.350  0.42
O: 4.541 3.337 3.152  -0.55
C: 4.304 2.691 2.185  0.48
O: 3.226 2.843 1.390  -0.27
C: 3.329 1.974 0.241  0.75
C: 4.376 0.978 0.700  0.04
O: 5.103 1.700 1.714  -0.43
H: 2.359 1.523 0.066  -0.54
H: 3.648 2.571 -0.607  0.12
H: 5.087 0.690 -0.073  0.34
H: 4.023 0.073 1.200  -0.07
O: -1.999 -2.019 -4.263  -0.46
C: -2.331 -3.152 -4.365  0.58
O: -3.196 -3.796 -3.544  -0.24
C: -3.389 -5.139 -3.971  -0.32
C: -2.430 -5.293 -5.178  -0.35
O: -1.902 -3.974 -5.341  -0.35
H: -3.117 -5.803 -3.155  0.31
H: -4.403 -5.318 -4.321  0.31
H: -2.964 -5.503 -6.102  0.26
H: -1.640 -6.023 -5.018  0.25
O: -1.137 0.412 5.758  -0.49
C: -1.547 -0.393 4.997  0.58
O: -1.616 -1.726 5.283  -0.37
C: -2.268 -2.408 4.217  -0.34
C: -2.207 -1.415 3.060  0.66
O: -1.876 -0.165 3.700  -0.25
H: -1.790 -3.330 3.890  0.33
H: -3.281 -2.589 4.579  0.29
H: -3.171 -1.293 2.576  -0.22
H: -1.391 -1.580 2.359  -0.15


DFT (ωB97M-V with the def2-TZVPD basis set) results for C5H9Cl3CuINOS as an isolated structure.

For the gap between HOMO and LUMO (spin up / spin down), the calculation gives 4.3214 / 4.3323 eV. As for the electronic energy: -110006.637 eV. Its charge is -1. Its max |F| is 2.6 eV/A.

Each line ends with the Mulliken charge.
Atoms and positions in Å:
Cu: -1.510 0.543 0.156  -0.81
I: -4.633 1.545 -0.800  -0.14
C: -2.957 0.320 -1.282  -0.67
H: -2.548 0.623 -2.268  0.31
H: -3.275 -0.742 -1.325  0.30
C: 0.901 -2.190 -1.844  -1.07
S: -0.148 -0.967 -0.980  0.73
C: 1.040 0.390 -1.270  -0.83
O: -0.065 -1.804 0.307  -0.66
H: 1.914 -2.261 -1.394  0.28
H: 0.943 -1.942 -2.925  0.34
H: 0.397 -3.179 -1.819  0.29
H: 1.538 0.299 -2.258  0.37
H: 1.792 0.420 -0.455  0.21
H: 0.480 1.347 -1.300  0.27
Cl: 1.892 2.767 3.748  -0.12
C: 1.708 1.039 3.354  0.58
Cl: 1.232 0.141 4.819  -0.12
Cl: 3.256 0.401 2.741  -0.12
C: 0.671 0.879 2.324  0.09
N: -0.150 0.753 1.508  -0.03
H: -2.478 1.617 0.963  -0.18